[1]
Here is a molecular structure, C55H50Br2CdGeN2O2P2Se from the Open Molecules 2025 dataset. Energies are from ωB97M-V/def2-TZVPD.

The geometry in XYZ format:
```
116
Properties=species:S:1:pos:R:3
Cd -0.394 -0.560 -0.607
C -2.444 -2.015 2.164
N -3.006 -0.719 2.522
C -3.383 0.232 1.509
P -1.932 1.142 0.768
C -1.203 1.933 2.227
C -0.345 1.142 2.990
C 0.146 1.601 4.203
C -0.195 2.872 4.644
C -1.032 3.676 3.876
C -1.544 3.207 2.675
C -2.688 2.477 -0.203
C -4.017 2.424 -0.622
C -4.537 3.430 -1.429
C -3.733 4.487 -1.829
C -2.402 4.537 -1.430
C -1.880 3.536 -0.627
C -3.010 -0.374 3.881
C -3.488 0.864 4.332
C -3.473 1.182 5.680
C -2.985 0.291 6.625
C -2.506 -0.932 6.186
C -2.515 -1.269 4.840
P -2.384 -2.408 0.359
C -1.679 -4.091 0.405
C -1.913 -4.910 -0.700
C -1.357 -6.177 -0.770
C -0.551 -6.641 0.263
C -0.303 -5.829 1.358
C -0.859 -4.557 1.430
C -4.147 -2.743 -0.024
C -4.815 -1.932 -0.936
C -6.160 -2.139 -1.219
C -6.848 -3.165 -0.587
C -6.188 -3.983 0.325
C -4.846 -3.775 0.602
H -3.005 -2.825 2.639
H -1.412 -2.085 2.522
H -4.068 0.978 1.903
H -3.913 -0.273 0.702
H -0.070 0.153 2.654
H 0.791 0.960 4.791
H 0.191 3.239 5.586
H -1.299 4.667 4.220
H -2.217 3.833 2.098
H -4.658 1.600 -0.335
H -5.570 3.379 -1.750
H -4.141 5.270 -2.455
H -1.766 5.352 -1.752
H -0.834 3.568 -0.337
H -3.852 1.610 3.641
H -3.843 2.153 5.988
H -2.968 0.550 7.676
H -2.106 -1.646 6.896
H -2.108 -2.225 4.548
H -2.537 -4.555 -1.514
H -1.550 -6.799 -1.635
H -0.115 -7.631 0.209
H 0.338 -6.172 2.160
H -0.618 -3.942 2.287
H -4.274 -1.144 -1.449
H -6.665 -1.505 -1.939
H -7.895 -3.333 -0.807
H -6.720 -4.788 0.816
H -4.337 -4.426 1.304
Br -2.542 0.603 -3.040
C -2.231 -0.707 -4.429
Br -2.859 -2.470 -3.999
H -1.161 -0.766 -4.571
H -2.767 -0.366 -5.303
Se 1.645 -2.286 3.611
C 1.115 -1.888 1.962
N 0.673 -1.642 0.911
O 1.087 0.666 -1.823
C 1.035 -0.187 -2.757
O 0.274 -1.200 -2.685
C 1.845 0.032 -4.004
C 2.887 1.145 -3.924
Ge 4.066 1.155 -2.356
C 4.248 -0.644 -1.651
C 4.430 -1.691 -2.557
C 4.618 -2.994 -2.116
C 4.640 -3.267 -0.754
C 4.481 -2.236 0.161
C 4.282 -0.934 -0.286
C 5.854 1.701 -2.949
C 6.301 1.537 -4.261
C 7.601 1.872 -4.626
C 8.477 2.380 -3.678
C 8.052 2.550 -2.367
C 6.754 2.213 -2.009
C 3.513 2.518 -1.088
C 2.763 2.286 0.066
C 2.329 3.344 0.856
C 2.620 4.653 0.493
C 3.351 4.902 -0.660
C 3.797 3.841 -1.439
H 1.113 0.271 -4.784
H 2.277 -0.930 -4.280
H 2.390 2.117 -3.913
H 3.506 1.112 -4.822
H 4.439 -1.491 -3.625
H 4.751 -3.795 -2.834
H 4.780 -4.283 -0.406
H 4.495 -2.443 1.224
H 4.161 -0.144 0.446
H 5.636 1.138 -5.019
H 7.927 1.738 -5.650
H 9.489 2.644 -3.961
H 8.733 2.945 -1.622
H 6.434 2.358 -0.982
H 2.509 1.274 0.359
H 1.766 3.146 1.758
H 2.273 5.476 1.106
H 3.587 5.920 -0.946
H 4.390 4.049 -2.323
```

Its energy relative to the best compared isomer or geometry (same formula, charge and spin) is 25.5 kJ/mol. The HOMO-LUMO gap is 7.969 eV. The value obtained for the HOMO energy is -7.726 eV.

[2]
Here is a molecular structure, C55H52KN7OPS at a distorted geometry from the Open Molecules 2025 dataset. Energies are from ωB97M-V/def2-TZVPD.

The geometry in XYZ format:
```
118
Properties=species:S:1:pos:R:3
K -0.557 -0.737 -1.860
C -2.835 -0.050 3.337
N -2.265 -1.016 2.430
C -0.884 -0.883 2.006
N -0.476 -1.929 1.324
C -1.534 -2.818 1.339
C -2.641 -2.304 2.041
C -3.939 -2.902 2.392
C -5.228 -2.269 2.287
C -6.375 -2.831 2.757
C -6.362 -4.087 3.393
C -5.119 -4.742 3.603
C -3.937 -4.178 3.084
C -1.362 -4.074 0.576
C -2.428 -4.891 0.031
C -2.115 -6.114 -0.660
C -0.813 -6.527 -0.782
C 0.214 -5.634 -0.444
C -0.095 -4.406 0.136
P -0.020 0.646 2.345
C 1.618 0.006 2.640
N 2.360 -0.870 1.908
C 3.651 -0.719 2.408
C 3.690 0.146 3.505
N 2.358 0.654 3.608
C 1.828 1.398 4.760
C 4.804 0.439 4.426
C 5.512 -0.636 5.013
C 6.310 -0.426 6.103
C 6.653 0.888 6.510
C 6.135 1.971 5.835
C 5.220 1.753 4.785
C 4.729 -1.408 1.716
C 6.089 -1.011 1.867
C 7.120 -1.717 1.279
C 6.776 -2.754 0.392
C 5.449 -3.184 0.282
C 4.435 -2.509 0.941
C -0.293 1.728 0.880
N 0.345 1.531 -0.301
C -0.030 2.677 -1.062
C -0.754 3.611 -0.260
N -0.885 2.986 0.936
C -1.606 3.599 2.083
C -1.059 4.959 -0.579
C -0.009 5.771 -1.012
C -0.130 7.150 -0.796
C -1.351 7.667 -0.366
C -2.437 6.839 -0.028
C -2.336 5.522 -0.346
C 0.458 2.751 -2.408
C 1.683 2.036 -2.712
C 2.517 2.351 -3.754
C 2.089 3.401 -4.653
C 0.883 4.064 -4.456
C 0.071 3.711 -3.339
H -2.177 0.132 4.204
H -3.762 -0.550 3.756
H -2.998 0.874 2.797
H -5.285 -1.306 1.770
H -7.284 -2.193 2.646
H -7.253 -4.570 3.750
H -4.990 -5.672 4.116
H -2.978 -4.704 3.123
H -3.445 -4.538 0.147
H -2.970 -6.628 -1.091
H -0.626 -7.461 -1.210
H 1.253 -5.812 -0.513
H 0.743 -3.677 0.191
H 2.536 1.329 5.599
H 0.912 0.954 5.047
H 1.643 2.448 4.506
H 5.431 -1.575 4.567
H 6.657 -1.172 6.786
H 7.309 1.031 7.387
H 6.300 3.036 6.137
H 4.828 2.565 4.167
H 6.349 -0.139 2.482
H 8.104 -1.337 1.392
H 7.506 -3.298 -0.176
H 5.224 -4.116 -0.260
H 3.385 -2.808 0.819
H -1.377 4.626 2.307
H -1.309 3.062 3.079
H -2.683 3.529 1.978
H 0.874 5.323 -1.364
H 0.628 7.880 -1.087
H -1.524 8.710 -0.170
H -3.346 7.242 0.381
H -3.217 4.927 -0.294
H 1.964 1.160 -2.008
H 3.474 1.870 -3.824
H 2.648 3.651 -5.527
H 0.675 4.918 -5.088
H -0.911 4.228 -3.144
C -5.988 0.107 -3.982
C -4.908 1.145 -4.255
C -3.735 0.720 -3.613
N -2.850 0.219 -3.060
H -6.601 -0.069 -4.868
H -6.556 0.421 -3.106
H -5.531 -0.858 -3.705
H -5.204 2.132 -3.872
H -4.645 1.244 -5.311
O 0.636 -2.240 -3.945
S -0.031 -2.753 -5.201
C -1.664 -1.894 -5.435
C -1.535 -0.958 -6.617
C -0.077 -0.520 -6.841
C 0.750 -1.781 -6.613
H -1.882 -1.386 -4.490
H -2.399 -2.667 -5.668
H -2.143 -0.009 -6.518
H -1.710 -1.535 -7.523
H 0.149 0.313 -6.143
H 0.044 -0.105 -7.870
H 1.845 -1.686 -6.413
H 0.605 -2.406 -7.470
```

Its charge is +1. Its energy relative to the best compared isomer or geometry (same formula, charge and spin) is 128.3 kJ/mol. The HOMO-LUMO gap is 7.288 eV. The value obtained for the HOMO energy is -9.303 eV.

What is the energy relative to the best compared isomer or geometry (same formula, charge and spin) in the first record?
25.5 kJ/mol

Which of these has the lowest HOMO-LUMO gap?
C55H52KN7OPS

Number 1 is which compound?
C55H50Br2CdGeN2O2P2Se

Which value of energy relative to the best compared isomer or geometry (same formula, charge and spin) does entry 1 give?
25.5 kJ/mol